# 1
{"formula": "C33H55NP2Sn", "method": "ωB97M-V with the def2-TZVPD basis set", "species": ["Sn", "C", "C", "C", "C", "C", "C", "H", "H", "H", "C", "H", "H", "H", "C", "H", "H", "H", "C", "H", "H", "H", "C", "H", "H", "H", "C", "C", "C", "C", "C", "C", "C", "C", "H", "H", "H", "H", "H", "H", "H", "H", "H", "H", "H", "H", "P", "P", "C", "C", "H", "H", "H", "H", "C", "H", "H", "H", "C", "H", "H", "H", "C", "H", "H", "H", "C", "H", "H", "H", "C", "N", "C", "C", "C", "C", "C", "C", "C", "C", "H", "H", "H", "H", "H", "H", "H", "H", "H", "H", "H", "H"], "xyz": [[-1.27409, -0.27603, -1.03761], [2.47670, 2.57536, 2.06801], [1.28819, 2.07468, 2.66706], [2.95017, 0.51626, 2.96646], [3.50795, 1.63013, 2.28221], [1.57465, 0.79195, 3.21176], [2.61505, 3.83583, 1.31093], [1.83648, 4.55219, 1.59930], [2.53002, 3.66193, 0.22584], [3.59892, 4.28820, 1.49455], [4.90619, 1.74479, 1.82818], [5.19489, 2.79734, 1.74056], [5.04984, 1.27540, 0.84504], [5.58104, 1.25355, 2.53639], [3.67628, -0.71166, 3.33604], [4.71919, -0.48137, 3.60540], [3.71386, -1.43325, 2.50128], [3.19542, -1.21159, 4.18808], [0.62225, -0.10636, 3.88793], [1.11728, -0.65686, 4.69668], [0.19561, -0.84998, 3.19543], [-0.20780, 0.46652, 4.31537], [-0.00460, 2.78902, 2.74937], [-0.01782, 3.50590, 3.59080], [-0.83572, 2.08894, 2.90660], [-0.20232, 3.36540, 1.83150], [-2.18723, 0.58484, -2.73837], [-2.23243, 2.11269, -2.78850], [-3.18229, 2.73272, -1.76077], [-2.77076, 2.53782, -0.29572], [-2.44614, 1.11896, 0.14100], [-3.31450, 0.00669, -0.13360], [-4.30068, -0.03652, -1.27055], [-3.63393, 0.00211, -2.67938], [-4.18697, 2.32332, -1.92329], [-3.57397, 2.94572, 0.34186], [-3.29632, 3.81136, -1.95063], [-4.27864, 0.60215, -3.32865], [-1.63743, 0.18609, -3.61179], [-2.65965, 2.34143, -3.78770], [-3.63200, -1.01205, -3.09734], [-4.89556, -0.97223, -1.23850], [-3.56609, -0.66948, 0.69039], [-5.04837, 0.77065, -1.17548], [-1.88612, 3.15859, -0.09055], [-1.83460, 1.08043, 1.05785], [-0.72421, 3.38401, -3.16955], [-1.60397, -4.36519, 1.83806], [-1.60514, -2.57819, -0.59628], [-2.43477, -3.31592, 0.45445], [-0.56170, -2.91765, -0.61350], [-2.01785, -2.74594, -1.60396], [-3.10102, -2.61165, 0.98200], [-3.05827, -4.05720, -0.07606], [-1.97322, -6.03922, 1.19349], [-1.40038, -6.76101, 1.79366], [-1.63264, -6.12308, 0.15648], [-3.04266, -6.26796, 1.25890], [-2.87246, -4.21338, 3.16708], [-3.70265, -4.91784, 3.00996], [-3.26031, -3.18785, 3.23768], [-2.38493, -4.44236, 4.12816], [-0.52648, 3.13311, -4.97197], [-1.40273, 3.50417, -5.51565], [-0.39944, 2.06530, -5.18576], [0.40249, 3.65050, -5.27633], [-1.29017, 5.12872, -3.06854], [-1.13951, 5.44879, -2.02625], [-2.34360, 5.28969, -3.32502], [-0.65472, 5.76349, -3.70098], [1.99985, -3.08462, -1.84085], [1.53663, -3.16081, -0.47521], [1.81471, -4.42283, 0.17189], [1.61207, -1.98214, 0.38314], [1.96540, -0.71549, -0.34901], [3.34351, -0.50799, -0.50754], [3.81057, 0.57672, -1.23333], [2.88439, 1.50401, -1.71157], [1.51129, 1.31542, -1.48596], [1.00754, 0.16347, -0.88062], [3.09178, -2.92587, -1.89740], [1.48660, -2.27430, -2.38465], [1.75431, -4.04804, -2.30172], [2.88143, -4.51389, 0.44591], [1.19436, -4.52727, 1.07262], [1.57701, -5.22997, -0.53146], [0.64662, -1.87683, 0.91815], [2.36717, -2.16948, 1.17528], [4.04348, -1.23451, -0.06820], [4.88708, 0.69247, -1.39815], [3.24460, 2.38123, -2.26387], [0.82599, 2.10580, -1.83095]], "atomic_forces_ev_per_a": [[4.3, -2.5, -0.7], [0.1, 0.1, -0.3], [-0.2, 0.1, 0.1], [0.2, 0.0, -0.2], [0.1, -0.3, -0.2], [0.0, -0.1, -0.1], [0.0, 0.4, 0.1], [0.2, -0.1, -0.1], [0.0, -0.1, 0.3], [-0.3, -0.1, -0.1], [0.3, 0.3, 0.2], [0.0, -0.2, 0.0], [-0.1, 0.1, 0.3], [0.0, 0.1, -0.2], [0.3, -0.2, 0.4], [-0.3, -0.1, -0.1], [0.0, 0.3, 0.2], [0.2, 0.1, -0.3], [-0.3, 0.0, 0.3], [-0.2, 0.0, -0.2], [0.2, 0.1, 0.1], [0.1, -0.2, 0.0], [-0.4, 0.2, -0.2], [0.1, -0.2, -0.3], [0.2, 0.2, 0.0], [0.1, -0.1, 0.3], [0.3, -0.3, -0.7], [-0.2, 2.4, -1.6], [-0.3, 0.1, -0.1], [0.8, 0.4, -0.8], [-2.8, -0.2, 1.5], [-1.3, 2.3, 2.1], [-0.2, -0.7, -0.3], [0.4, 0.3, -0.6], [0.2, 0.2, 0.1], [0.2, -0.5, 0.0], [0.1, -0.4, 0.1], [0.1, -0.1, 0.0], [-0.5, 0.2, 0.2], [-0.5, -0.4, 0.4], [0.1, 0.2, 0.2], [0.4, 0.5, 0.3], [0.9, -0.3, -0.3], [0.5, -0.2, 0.2], [-0.1, -0.1, -0.1], [-0.6, -0.2, -0.1], [0.9, -1.4, 0.8], [0.2, 1.0, -0.6], [0.4, 0.4, -1.1], [-0.6, 0.1, 0.6], [0.0, 0.2, -0.1], [0.1, -0.2, 0.3], [0.0, -0.4, -0.1], [-0.1, 0.5, 0.1], [0.2, -0.2, 0.1], [-0.3, 0.1, -0.2], [0.0, 0.0, 0.1], [0.2, 0.0, -0.1], [0.0, -0.1, 0.2], [0.1, 0.3, 0.1], [0.1, -0.3, 0.0], [-0.3, 0.0, -0.3], [0.0, 0.0, 0.0], [0.3, 0.0, -0.1], [0.0, 0.2, 0.0], [-0.6, -0.2, 0.0], [-0.8, -0.2, 0.6], [-0.1, 0.0, -0.3], [0.2, 0.1, -0.2], [-0.1, -0.4, 0.1], [0.3, 0.1, 0.0], [-0.8, 0.2, -0.1], [0.2, 0.0, 0.2], [-0.1, -0.7, 0.4], [-0.1, -0.8, 0.4], [-0.2, 0.1, -0.1], [0.0, 0.1, -0.1], [0.1, 0.0, 0.1], [-0.3, 0.5, -0.4], [-0.2, 0.1, 0.4], [-0.2, -0.1, -0.3], [0.3, -0.3, 0.1], [0.1, 0.3, -0.1], [-0.1, -0.1, 0.1], [0.2, 0.0, -0.2], [0.0, 0.1, 0.3], [0.2, 0.0, -0.1], [-0.2, 0.2, -0.3], [-0.4, 0.3, -0.3], [-0.4, 0.1, -0.1], [-0.3, -0.3, 0.3], [0.4, -0.5, 0.0]], "e_tot_ha": -2241.409226, "largest_force_ev_per_a": 5.01, "relative_energy_kcal_mol": 0.0, "charge": 2}

# 2
{"formula": "C33H56Br4I2O5S", "method": "ωB97M-V with the def2-TZVPD basis set", "species": ["C", "C", "C", "C", "C", "C", "C", "C", "C", "C", "C", "C", "C", "C", "C", "C", "C", "C", "C", "C", "C", "I", "C", "C", "I", "C", "C", "O", "C", "C", "O", "C", "C", "O", "S", "O", "O", "H", "H", "H", "H", "H", "H", "H", "H", "H", "H", "H", "H", "H", "H", "H", "H", "H", "H", "H", "H", "H", "H", "H", "H", "H", "H", "H", "H", "H", "H", "H", "H", "H", "H", "H", "H", "H", "H", "H", "H", "H", "H", "H", "H", "H", "H", "H", "H", "Br", "C", "C", "Br", "H", "H", "H", "H", "Br", "C", "C", "Br", "H", "H", "H", "H"], "xyz": [[-0.52319, 4.03846, -2.23145], [-0.22195, 3.24566, -3.08903], [-0.03591, 2.06706, -3.96968], [0.47259, 0.84156, -3.15584], [-0.74661, 0.30640, -2.39426], [-0.59487, -0.91982, -1.41635], [0.18991, -1.89241, -2.30500], [-0.30825, -2.86135, -3.09761], [0.13166, -0.70153, 0.01238], [1.41947, 0.06481, -0.30684], [2.57888, 0.08273, 0.71089], [0.35213, -2.18790, 0.47895], [1.75192, -2.80055, 0.65029], [2.70661, -2.95000, -0.54647], [3.95512, -3.78508, -0.12684], [5.22270, -3.31360, -0.89841], [-0.82298, 0.10906, 1.01310], [-1.41726, 1.38415, 0.32382], [-1.98327, 2.54482, 1.12431], [-2.95824, 3.27391, 0.58342], [-0.26769, 0.56140, 2.40393], [0.46052, -1.06852, 3.72872], [0.60704, 1.85214, 2.69597], [1.85850, 1.72161, 3.61999], [1.19790, 3.27720, 1.16890], [-2.06577, -0.77388, 1.37155], [-3.33136, -0.10931, 1.92432], [-3.26760, 0.02142, 3.35376], [-3.98397, 1.11585, 3.88825], [-3.05817, 2.25491, 4.36477], [-3.51618, 3.51550, 3.91191], [-2.78805, 4.55258, 4.54479], [-2.93104, 5.87565, 3.77803], [-2.49974, -1.71575, 0.38348], [-2.32088, -1.48034, -1.17131], [-2.59004, -2.78398, -1.74117], [-3.26323, -0.51359, -1.69666], [-0.49629, 4.80915, -1.49471], [0.68041, 2.33440, -4.75113], [-0.99062, 1.83996, -4.45387], [0.89297, 0.16773, -3.90449], [1.28938, 1.23573, -2.55270], [-1.36523, 1.14356, -2.08022], [-1.34638, -0.11685, -3.21440], [1.26049, -1.75590, -2.41987], [-1.23593, -2.80946, -3.65832], [0.24082, -3.80757, -3.19242], [1.11816, 1.07572, -0.59434], [1.89069, -0.26925, -1.23419], [3.07809, 1.04707, 0.79380], [3.37041, -0.60224, 0.39003], [2.24254, -0.31326, 1.66752], [-0.22173, -2.89926, -0.12780], [-0.12792, -2.38785, 1.44186], [2.33278, -2.36827, 1.47205], [1.57738, -3.83177, 0.99265], [2.98229, -2.02673, -1.05508], [2.19561, -3.55773, -1.29970], [3.76474, -4.82522, -0.39827], [4.08220, -3.68687, 0.95360], [5.46594, -4.02277, -1.69233], [6.05871, -3.23805, -0.19942], [5.07092, -2.34433, -1.37838], [-0.72619, 1.82850, -0.39675], [-2.25993, 1.06407, -0.29694], [-1.66128, 2.88747, 2.10019], [-3.44730, 4.07784, 1.11860], [-3.34599, 3.05254, -0.41010], [-1.18286, 0.74757, 2.96905], [-0.02987, 2.49400, 3.31107], [2.30555, 2.72373, 3.60000], [2.63057, 1.05994, 3.24207], [1.58348, 1.58435, 4.66371], [-1.75429, -1.40523, 2.21353], [-4.12641, -0.85716, 1.77902], [-3.71581, 0.77030, 1.40810], [-4.45757, 0.74141, 4.80325], [-4.79903, 1.48369, 3.25908], [-3.03671, 2.28258, 5.46554], [-2.01758, 2.09358, 4.04784], [-3.16519, 4.69344, 5.56650], [-1.72211, 4.28677, 4.59607], [-1.95061, 6.35786, 3.74834], [-3.24983, 5.72542, 2.74584], [-3.63275, 6.56190, 4.25452], [4.16525, -0.01953, -3.65333], [5.00027, 1.62556, -4.26826], [3.96591, 2.64870, -4.65444], [3.15930, 2.23824, -6.37595], [5.66085, 1.35811, -5.08652], [5.59210, 1.98225, -3.42782], [4.42358, 3.62797, -4.77739], [3.15438, 2.71814, -3.93530], [0.52223, -5.72844, -1.72508], [-1.33400, -5.97711, -1.18846], [-1.97064, -7.12488, -1.92350], [-2.40919, -6.64277, -3.75706], [-1.83802, -5.02755, -1.36067], [-1.29929, -6.17924, -0.11954], [-2.91804, -7.39205, -1.46034], [-1.33212, -8.00112, -1.97339]], "atomic_forces_ev_per_a": [[0.9, 0.1, -0.2], [-0.6, -0.7, 0.2], [0.2, 0.6, 0.3], [-0.1, 1.2, -0.5], [-0.4, -0.4, -1.0], [0.6, 2.0, -1.2], [-0.7, -1.0, -0.1], [0.3, 0.2, -0.3], [-0.4, -1.0, -0.7], [0.7, 0.6, -0.3], [-0.1, -0.6, -0.1], [0.0, -0.6, 0.9], [0.5, -0.2, -0.2], [-0.3, -1.2, 0.0], [-0.1, 1.1, -1.0], [-0.3, -0.4, 0.5], [-0.4, 0.3, -0.5], [0.2, 0.4, -0.3], [-0.8, 0.3, -0.3], [-0.1, -0.2, 0.0], [0.2, 0.1, 0.4], [-0.2, 0.2, -0.1], [0.4, -0.3, 1.0], [0.0, 1.3, -0.7], [0.0, 0.1, -0.1], [0.3, 0.1, 1.5], [-1.3, -0.9, 0.2], [0.4, 0.6, -0.7], [0.1, 0.1, 1.2], [-0.3, 0.2, 0.2], [0.2, -0.1, -0.1], [-0.2, 0.6, -0.3], [0.2, -0.1, 0.1], [0.6, 0.3, -0.6], [-2.2, -1.4, -2.0], [0.8, 0.3, 1.0], [0.9, 0.5, 1.2], [-0.4, 0.0, 0.0], [-0.1, -0.1, 0.0], [0.1, 0.0, 0.0], [-0.1, -0.4, 0.4], [-0.1, -0.3, 0.1], [0.3, -0.2, 0.4], [0.0, 0.0, 0.2], [0.1, -0.4, 1.4], [-0.5, -0.4, 1.0], [0.5, 1.1, -1.2], [0.1, 0.0, 0.5], [-0.4, -0.4, 0.1], [-0.4, 0.1, 0.2], [-0.2, 0.0, 0.0], [0.2, 0.5, 0.2], [0.3, 0.4, -0.4], [0.1, 0.5, 0.0], [-0.3, 0.2, 0.0], [-0.1, 0.1, -0.1], [0.1, 0.1, 0.3], [-0.1, 0.3, -0.1], [0.0, 0.0, 0.4], [0.2, -0.2, -0.1], [0.2, 0.1, 0.1], [0.1, 0.0, -0.3], [0.0, 0.0, 0.2], [0.2, -0.2, 0.4], [0.2, -0.1, 0.1], [0.2, -0.4, 0.0], [0.2, 0.1, 0.0], [0.0, 0.0, 0.1], [0.2, 0.0, -0.2], [-0.2, 0.0, -0.4], [0.0, -0.2, 0.1], [-0.2, -0.3, 0.3], [0.0, -0.6, -0.1], [-0.1, -0.1, -0.3], [0.3, 0.0, -0.3], [0.5, 0.3, 0.2], [-0.1, -0.1, -0.2], [0.3, 0.1, -0.3], [0.0, -0.2, -0.1], [-0.2, -0.1, -0.1], [0.2, -0.2, 0.0], [-0.1, -0.1, 0.0], [-0.2, 0.1, 0.0], [0.0, -0.2, 0.1], [0.0, -0.1, 0.0], [0.0, -0.1, 0.0], [-0.1, 0.0, 0.3], [0.0, 0.1, -0.2], [0.0, 0.0, 0.0], [0.0, 0.0, 0.0], [0.0, 0.0, 0.0], [0.0, 0.0, 0.0], [0.0, 0.0, 0.0], [0.0, -0.5, 0.3], [0.1, 0.1, 0.1], [-0.2, 0.1, -0.1], [0.1, 0.0, 0.0], [0.0, 0.0, 0.0], [0.0, 0.0, 0.0], [0.0, 0.0, 0.0], [0.0, 0.0, 0.0]], "e_tot_ha": -12956.540060, "largest_force_ev_per_a": 3.24, "smiles": "C#CCCC[C@@]1(C=C)[C@](CC)(CCCCC)[C@](CC=C)([C@@H](I)[C@@H](C)I)[C@@H](COCCOCC)OS1(=O)=O.BrCCBr.BrCCBr"}